Entry 1:
55
Properties=species:S:1:pos:R:3:lowdin_charge:R:1 method="wB97M-V/def2-TZVPD" orbital_gap_ev="6.1 / 6.0" max_force_ev_per_a=4.42 e_lumo_ev="-5.631 / -5.667" relative_energy_kj_mol=260.3 e_homo_ev="-11.7 / -11.7" total_charge=+1
W -0.380 -0.497 0.342 1.87
O 1.416 5.294 0.161 0.15
C 0.927 4.062 0.063 -0.23
C -0.448 3.772 -0.007 0.12
C -0.853 2.451 0.015 -0.09
N 0.070 1.445 0.174 -0.04
C 1.391 1.713 -0.090 -0.11
C 1.855 3.002 -0.109 0.14
C 2.027 0.452 -0.590 -0.47
O 3.194 0.203 -0.711 0.20
O 1.034 -0.404 -0.956 -0.20
C -2.154 1.816 -0.294 -0.44
O -3.175 2.346 -0.650 0.18
O -1.994 0.459 -0.217 -0.28
H 0.728 5.972 0.225 0.15
H -1.182 4.559 -0.085 0.15
H 2.898 3.208 -0.285 0.15
C 1.373 -2.245 -3.490 -0.05
C -0.106 -2.396 -3.818 -0.19
N -0.853 -2.649 -2.593 0.05
C -1.787 -1.923 -2.011 -0.69
S -2.214 -2.325 -0.341 0.83
N -2.578 -0.998 -2.549 0.01
C -2.868 -0.649 -3.932 -0.21
C -2.309 0.724 -4.292 -0.06
H 1.917 -1.989 -4.393 0.09
H 1.780 -3.164 -3.081 0.09
H 1.528 -1.449 -2.764 0.05
H -0.250 -3.243 -4.494 0.13
H -0.454 -1.484 -4.295 0.10
H -0.455 -3.410 -2.031 0.10
H -3.177 -0.520 -1.877 0.12
H -3.956 -0.621 -4.021 0.13
H -2.498 -1.428 -4.596 0.11
H -2.696 1.476 -3.608 0.07
H -2.618 0.981 -5.301 0.08
H -1.222 0.737 -4.244 0.07
O 1.416 -4.479 6.074 0.11
N 1.536 -5.088 5.043 -0.37
O 1.917 -6.221 4.912 0.11
C 1.183 -4.374 3.813 -0.11
C 1.266 -5.044 2.606 0.11
C 0.930 -4.388 1.427 -0.03
C 0.562 -3.028 1.451 -0.22
O 0.353 -2.302 0.386 -0.30
C 0.446 -2.399 2.719 -0.11
C 0.755 -3.046 3.893 0.12
N 0.035 -1.031 2.597 -0.21
O -1.199 -0.939 2.026 -0.18
O 0.890 -0.322 1.831 -0.15
N 0.938 -5.089 0.168 -0.32
O 1.536 -6.132 0.114 0.14
O 0.339 -4.571 -0.765 0.05
H 1.588 -6.079 2.578 0.14
H 0.676 -2.563 4.858 0.14

***

Entry 2:
12
Properties=species:S:1:pos:R:3:lowdin_charge:R:1 method="wB97M-V/def2-TZVPD" orbital_gap_ev=10.5 max_force_ev_per_a=2.92 e_lumo_ev=0.910 e_homo_ev=-9.6 total_charge=0 smiles="FC(F)=C(F)F.C=CF"
F 4.064 -0.704 1.224 0.18
C 3.884 -0.124 0.086 -0.35
F 4.701 -0.584 -0.815 0.17
C 2.957 0.833 -0.130 -0.34
F 2.660 1.364 -1.277 0.17
F 2.183 1.337 0.815 0.12
C -0.258 0.286 0.100 -0.01
C 0.381 -0.886 0.359 -0.25
F 0.901 -1.627 -0.650 -0.01
H -0.229 0.715 -0.990 0.10
H -0.739 0.926 0.975 0.10
H 0.512 -1.342 1.335 0.11

***

Entry 3:
13
Properties=species:S:1:pos:R:3:lowdin_charge:R:1 method="wB97M-V/def2-TZVPD" orbital_gap_ev="6.4 / 8.0" max_force_ev_per_a=1.34 e_lumo_ev="-0.481 / 0.300" relative_energy_kj_mol=531.7 e_homo_ev="-6.9 / -7.7" total_charge=0
C -1.065 0.214 -0.949 0.11
C -0.026 -0.159 1.271 -0.15
O 0.136 -1.531 1.052 -0.04
C 0.741 0.714 0.492 -0.59
O 1.038 1.889 0.677 0.03
N 1.040 0.125 -0.826 0.08
H -1.538 1.086 -0.511 0.05
H -1.444 -0.754 -0.644 0.03
H -0.883 0.305 -2.015 0.04
H -0.351 0.156 2.260 0.13
H -0.660 -1.981 1.359 0.10
H 1.402 -0.823 -0.791 0.10
H 1.613 0.759 -1.374 0.11

***

Entry 4:
23
Properties=species:S:1:pos:R:3:lowdin_charge:R:1 method="wB97M-V/def2-TZVPD" orbital_gap_ev=8.1 max_force_ev_per_a=7.59 e_lumo_ev=-4.359 relative_energy_kj_mol=76.9 e_homo_ev=-12.5 total_charge=+1 smiles="C=Pc1cc(=[N+](C)C)cc[nH]1"
C -3.745 -1.893 0.378 -0.33
P -3.782 -0.347 -0.190 0.96
C -1.976 0.165 -0.098 -0.31
C -0.526 -0.502 0.126 0.08
C 0.575 0.344 0.044 -0.26
N 1.768 -0.149 -0.156 -0.14
C 3.049 0.701 -0.080 0.03
C 1.949 -1.581 -0.169 -0.04
C 0.322 1.778 0.083 0.05
C -0.902 2.288 -0.065 -0.07
N -1.979 1.502 -0.136 -0.03
H -4.636 -2.602 0.398 0.04
H -2.798 -2.382 0.759 0.03
H -0.533 -1.529 0.210 0.05
H 3.759 0.060 -0.494 0.05
H 3.038 1.666 -0.799 0.15
H 3.246 0.898 0.965 0.09
H 2.087 -1.995 0.831 0.11
H 1.012 -2.064 -0.570 0.10
H 2.781 -2.046 -0.676 0.10
H 1.111 2.404 0.077 0.07
H -0.876 3.307 -0.136 0.12
H -2.945 1.977 -0.301 0.17

***

Entry 5:
72
Properties=species:S:1:pos:R:3:lowdin_charge:R:1 method="wB97M-V/def2-TZVPD" orbital_gap_ev=5.2 max_force_ev_per_a=2.77 e_lumo_ev=-5.527 relative_energy_kj_mol=32.5 e_homo_ev=-10.7 total_charge=+1 smiles="Cc1ccc([C@@H](C/C(=[NH+]/C(=O)OCc2ccccc2)c2ccccc2)c2ccc(Oc3ccccc3)cc2)cc1"
C 2.035 4.666 1.872 -0.06
C 1.443 3.569 1.063 -0.28
C 2.307 2.865 0.227 -0.05
C 1.892 1.744 -0.453 -0.01
C 0.568 1.255 -0.245 -0.20
C 0.047 -0.026 -0.762 -0.19
C -0.865 -0.894 0.271 -0.04
C -0.403 -1.132 1.601 -0.07
N 0.731 -1.911 1.841 0.18
C 1.847 -1.118 2.076 -0.53
O 1.802 0.035 2.492 0.12
O 2.958 -1.823 1.827 0.05
C 4.149 -1.003 2.010 -0.09
C 5.211 -2.049 2.018 -0.23
C 5.622 -2.554 0.784 -0.04
C 6.578 -3.569 0.745 -0.07
C 7.077 -4.109 1.937 -0.07
C 6.613 -3.632 3.170 -0.07
C 5.655 -2.614 3.217 -0.03
C -1.069 -0.618 2.810 -0.12
C -2.327 0.041 2.828 0.01
C -2.807 0.644 4.005 -0.04
C -2.069 0.585 5.193 -0.02
C -0.867 -0.138 5.212 -0.02
C -0.422 -0.789 4.055 0.02
C -0.949 0.099 -1.880 -0.20
C -1.962 1.092 -1.976 0.00
C -3.182 0.742 -2.562 0.02
C -3.253 -0.467 -3.277 -0.22
O -4.428 -0.963 -3.837 -0.01
C -5.054 -0.193 -4.809 -0.26
C -4.989 -0.620 -6.138 0.00
C -5.375 0.277 -7.132 -0.07
C -5.908 1.522 -6.784 -0.08
C -6.055 1.881 -5.442 -0.07
C -5.636 1.012 -4.438 -0.03
C -2.153 -1.339 -3.403 0.02
C -0.968 -0.987 -2.794 -0.04
C -0.328 2.039 0.501 -0.05
C 0.114 3.159 1.190 -0.01
H 1.261 5.355 2.261 0.09
H 2.591 4.273 2.744 0.09
H 2.765 5.235 1.270 0.09
H 3.351 3.177 0.193 0.12
H 2.576 1.193 -1.109 0.12
H 0.827 -0.772 -0.955 0.14
H -1.958 -0.703 0.326 0.14
H -0.741 -1.838 -0.380 0.17
H 0.911 -2.747 1.281 0.18
H 4.228 -0.330 1.143 0.14
H 4.048 -0.438 2.942 0.13
H 5.166 -2.147 -0.118 0.12
H 6.923 -3.923 -0.230 0.11
H 7.809 -4.914 1.898 0.11
H 7.001 -4.051 4.104 0.11
H 5.235 -2.261 4.160 0.12
H -2.922 0.066 1.916 0.12
H -3.765 1.180 3.948 0.12
H -2.438 1.124 6.070 0.13
H -0.287 -0.160 6.140 0.12
H 0.463 -1.411 4.178 0.13
H -1.895 2.054 -1.485 0.11
H -4.086 1.336 -2.397 0.11
H -4.613 -1.626 -6.349 0.12
H -5.263 -0.025 -8.171 0.11
H -6.238 2.197 -7.575 0.11
H -6.493 2.839 -5.167 0.11
H -5.753 1.258 -3.380 0.11
H -2.285 -2.302 -3.901 0.13
H -0.098 -1.637 -2.878 0.12
H -1.345 1.652 0.622 0.11
H -0.552 3.667 1.887 0.12

***

Entry 6:
38
Properties=species:S:1:pos:R:3:lowdin_charge:R:1 method="wB97M-V/def2-TZVPD" orbital_gap_ev=11.6 max_force_ev_per_a=4.72 e_lumo_ev=-2.602 relative_energy_kj_mol=0.0 e_homo_ev=-14.2 total_charge=+1
O -1.451 0.973 1.530 0.07
C -1.010 0.095 0.782 -0.45
O -1.684 -1.011 0.545 0.07
C 0.287 0.128 0.007 -0.17
C 1.451 -0.382 0.893 -0.36
C 1.230 -1.866 1.178 -0.06
C 1.610 0.372 2.205 -0.05
N 0.571 1.548 -0.466 0.21
H -2.569 -1.066 1.142 0.13
H 0.254 -0.539 -0.939 0.16
H 2.414 -0.309 0.310 0.14
H 2.085 -2.305 1.700 0.09
H 1.141 -2.485 0.285 0.07
H 0.297 -2.112 1.818 0.12
H 0.696 0.316 2.821 0.10
H 1.858 1.423 2.072 0.07
H 2.363 -0.071 2.787 0.07
H 0.534 2.232 0.291 0.09
H -0.167 1.827 -1.166 0.12
H 1.510 1.543 -0.941 0.13
H -0.533 2.465 2.028 0.02
H -0.114 4.020 2.013 0.12
O 0.186 3.072 1.796 -0.09
H 3.509 0.807 -2.273 0.03
H 2.391 -0.181 -2.449 0.08
O 2.718 0.548 -1.893 0.00
H 0.431 -3.335 -2.388 0.10
H 0.349 -2.461 -3.696 0.07
O 0.363 -2.419 -2.737 -0.04
H -1.492 0.545 -2.474 -0.03
H -1.834 1.907 -2.991 0.08
O -1.161 1.421 -2.515 -0.02
H -2.043 -1.221 -1.249 -0.04
H -1.138 -1.617 -2.412 0.02
O -1.912 -1.094 -2.128 -0.02
H -3.116 0.244 2.370 0.04
H -4.483 -0.413 1.914 0.13
O -3.545 -0.602 2.229 -0.01

***

Entry 7:
110
Properties=species:S:1:pos:R:3:lowdin_charge:R:1 method="wB97M-V/def2-TZVPD" orbital_gap_ev="9.4 / 3.9" s2=0.7545 max_force_ev_per_a=4.09 e_lumo_ev="-0.549 / -6.005" e_homo_ev="-9.9 / -9.9" spin_multiplicity=2 total_charge=0
N -1.671 -0.429 0.043 -0.60
O -1.426 -0.143 -1.155 -0.06
O -2.372 -1.399 0.194 0.03
O -1.181 0.236 0.949 -0.04
C 2.571 3.059 -1.675 -0.13
O 2.726 1.700 -1.738 -0.19
C 1.544 0.961 -1.470 -0.18
C 1.740 -0.573 -1.725 -0.19
N 2.835 -1.028 -0.896 -0.06
C 3.377 -2.321 -1.336 -0.18
C 4.320 -2.934 -0.268 -0.18
O 5.676 -2.772 -0.706 -0.19
C 6.366 -1.685 -0.172 -0.12
H 2.058 3.532 -2.512 0.10
H 3.558 3.518 -1.607 0.10
H 2.045 3.448 -0.803 0.06
H 0.874 1.388 -2.216 0.10
H 1.200 1.199 -0.463 0.09
H 1.890 -0.915 -2.749 0.12
H 0.899 -1.143 -1.330 0.09
H 3.514 -0.298 -1.059 0.09
H 3.869 -2.285 -2.308 0.12
H 2.635 -3.092 -1.544 0.11
H 4.085 -3.997 -0.231 0.12
H 4.143 -2.490 0.712 0.11
H 6.711 -2.001 0.813 0.09
H 5.725 -0.819 -0.010 0.05
H 7.156 -1.434 -0.880 0.10
C -1.532 5.495 1.517 -0.09
O -0.441 4.629 1.240 -0.16
C -0.336 3.472 2.110 -0.15
C 1.153 2.985 2.174 -0.11
N 1.316 1.602 2.543 0.19
C 2.658 1.020 2.350 -0.08
C 3.745 1.606 3.323 -0.20
O 4.862 0.796 3.263 -0.14
C 5.746 1.144 2.178 -0.07
H -1.492 6.363 0.859 0.10
H -1.555 5.932 2.515 0.09
H -2.538 5.095 1.390 0.09
H -1.006 2.677 1.783 0.10
H -0.625 3.722 3.131 0.13
H 1.718 3.598 2.876 0.14
H 1.570 3.205 1.191 0.13
H 0.589 1.260 1.931 0.10
H 2.978 1.167 1.319 0.13
H 2.610 -0.064 2.454 0.14
H 3.292 1.589 4.314 0.14
H 4.023 2.617 3.024 0.12
H 6.642 0.522 2.163 0.10
H 6.154 2.154 2.210 0.09
H 5.302 1.012 1.191 0.07
Br -0.279 -2.518 5.342 0.71
C 0.174 -0.914 4.340 -0.69
C -1.015 0.047 4.317 -0.66
Br -1.593 0.544 6.164 0.58
H 0.477 -1.208 3.335 0.03
H 1.020 -0.498 4.887 0.04
H -1.845 -0.511 3.884 0.04
H -0.871 0.952 3.727 0.02
C 0.578 -3.188 1.156 -0.19
C -0.375 -4.264 1.488 -0.07
O 0.334 -4.930 2.559 0.07
C 1.540 -4.416 2.728 -0.57
O 2.300 -4.672 3.651 0.11
O 1.755 -3.405 1.837 0.04
H 0.213 -2.181 1.353 0.11
H 0.821 -3.252 0.095 0.12
H -0.512 -4.971 0.670 0.14
H -1.331 -3.873 1.835 0.13
C -2.827 2.969 -0.745 -0.11
C -1.558 3.126 -1.548 -0.18
O -1.494 4.450 -1.818 0.06
C -2.619 5.123 -1.383 -0.53
O -2.798 6.314 -1.454 0.15
O -3.439 4.234 -0.789 0.06
H -2.677 2.793 0.320 0.12
H -3.372 2.201 -1.294 0.13
H -1.652 2.678 -2.537 0.12
H -0.642 2.727 -1.111 0.11
C -3.882 -2.101 -2.727 -0.13
C -2.572 -2.825 -2.516 -0.12
O -2.620 -3.716 -3.616 0.06
C -3.491 -3.270 -4.575 -0.58
O -3.643 -3.637 -5.727 0.15
O -4.237 -2.381 -4.037 0.10
H -3.673 -1.035 -2.643 0.11
H -4.743 -2.375 -2.117 0.13
H -2.636 -3.429 -1.611 0.13
H -1.747 -2.114 -2.463 0.10
C -1.939 0.729 -4.749 -0.11
C -0.576 0.102 -4.666 -0.12
O -0.584 -0.778 -5.758 0.08
C -1.775 -0.892 -6.306 -0.63
O -2.123 -1.590 -7.225 0.16
O -2.537 0.013 -5.792 0.10
H -1.760 1.785 -4.955 0.13
H -2.533 0.505 -3.863 0.12
H -0.377 -0.561 -3.824 0.11
H 0.301 0.723 -4.848 0.14
C -5.591 -1.521 0.776 -0.09
C -4.967 -0.852 2.002 -0.13
O -4.539 -1.924 2.828 0.08
C -4.547 -3.044 2.105 -0.62
O -4.141 -4.095 2.484 0.16
O -5.123 -2.891 0.919 0.06
H -5.414 -1.055 -0.194 0.12
H -6.663 -1.572 0.969 0.13
H -5.747 -0.250 2.468 0.13
H -4.139 -0.191 1.745 0.11

***

Entry 8:
101
Properties=species:S:1:pos:R:3:lowdin_charge:R:1 method="wB97M-V/def2-TZVPD" orbital_gap_ev=9.8 max_force_ev_per_a=1.68 e_lumo_ev=0.001 e_homo_ev=-9.8 total_charge=0 smiles="CCOS(C)(=O)=O.CCOS(C)(=O)=O.CCOS(C)(=O)=O.CCOS(C)(=O)=O.C[N+](=O)[O-].C[N+](=O)[O-].C[N+](=O)[O-].C[N+](=O)[O-].C[N+](=O)[O-].CO"
C 0.461 12.665 18.619 -0.04
C 1.942 12.429 18.661 -0.22
O 2.360 11.671 17.489 -0.26
S 3.235 12.389 16.413 0.55
C 4.678 12.907 17.306 -0.09
O 3.596 11.442 15.408 -0.27
O 2.466 13.533 16.032 -0.28
H -0.031 11.760 18.245 0.06
H 0.176 13.396 17.853 0.08
H 0.025 12.943 19.570 0.09
H 2.552 13.325 18.758 0.09
H 2.176 11.735 19.473 0.11
H 5.099 12.021 17.781 0.07
H 4.444 13.688 18.022 0.05
H 5.352 13.312 16.552 0.04
C 8.645 10.246 19.366 -0.06
C 8.551 8.882 18.749 -0.21
O 7.979 8.982 17.400 -0.25
S 6.434 8.813 17.293 0.54
C 6.145 9.655 15.765 -0.10
O 6.124 7.424 17.165 -0.28
O 5.778 9.515 18.352 -0.28
H 9.454 10.826 18.926 0.06
H 8.846 10.173 20.437 0.09
H 7.687 10.749 19.256 0.07
H 9.527 8.444 18.565 0.12
H 7.924 8.222 19.347 0.12
H 5.672 10.588 16.032 0.02
H 5.487 9.022 15.178 0.08
H 7.118 9.806 15.309 0.07
C 4.309 5.903 19.554 -0.07
C 3.000 6.078 20.283 -0.24
O 1.964 6.593 19.409 -0.24
S 1.907 8.154 19.164 0.57
C 2.627 8.254 17.574 -0.09
O 0.517 8.455 19.041 -0.28
O 2.690 8.820 20.154 -0.27
H 4.709 6.879 19.267 0.05
H 4.181 5.381 18.604 0.09
H 5.064 5.398 20.154 0.09
H 2.600 5.117 20.602 0.12
H 3.118 6.745 21.132 0.11
H 2.447 9.243 17.152 0.06
H 2.113 7.518 16.960 0.09
H 3.700 8.100 17.587 0.04
C 10.758 13.717 18.884 -0.05
C 10.572 13.582 17.397 -0.27
O 9.211 13.193 17.130 -0.24
S 8.794 13.109 15.623 0.53
C 8.582 14.816 15.186 -0.10
O 9.857 12.527 14.899 -0.25
O 7.509 12.503 15.615 -0.28
H 10.358 14.652 19.263 0.08
H 11.837 13.718 19.066 0.09
H 10.371 12.856 19.423 0.07
H 10.812 14.524 16.888 0.12
H 11.272 12.873 16.951 0.12
H 9.582 15.234 15.102 0.07
H 7.996 15.283 15.967 0.08
H 8.111 14.761 14.209 0.07
C 4.367 16.228 13.098 0.05
N 4.554 15.855 14.526 -0.42
O 3.855 16.403 15.341 0.08
O 5.483 15.103 14.771 0.04
H 3.989 17.241 13.058 0.10
H 3.584 15.561 12.730 0.11
H 5.267 16.025 12.537 0.09
C 5.669 11.965 12.974 0.06
N 5.899 12.621 11.642 -0.44
O 5.203 13.556 11.349 0.06
O 6.832 12.208 10.972 0.06
H 5.410 10.918 12.943 0.10
H 4.911 12.595 13.425 0.08
H 6.616 12.171 13.464 0.08
C -0.234 8.774 22.570 0.05
N 0.072 10.199 22.335 -0.44
O -0.862 10.959 22.226 0.07
O 1.247 10.494 22.204 0.04
H 0.628 8.259 22.964 0.10
H -0.553 8.362 21.610 0.10
H -1.134 8.721 23.178 0.10
C 1.690 16.329 17.669 0.03
N 1.774 16.775 19.072 -0.45
O 0.824 16.558 19.798 0.06
O 2.849 17.223 19.429 0.06
H 1.840 17.212 17.047 0.10
H 0.702 15.967 17.413 0.10
H 2.485 15.619 17.482 0.07
C 3.545 12.957 21.825 0.03
N 4.573 13.455 20.900 -0.43
O 4.343 14.497 20.311 0.05
O 5.586 12.800 20.781 0.07
H 3.514 11.873 21.788 0.09
H 2.566 13.366 21.599 0.10
H 3.752 13.259 22.852 0.11
C -1.576 10.551 16.580 -0.17
O -0.652 9.488 16.695 -0.13
H -1.092 11.493 16.294 0.07
H -2.248 10.327 15.746 0.08
H -2.186 10.648 17.481 0.08
H -0.288 9.476 17.590 0.01